# 1
DFT (ωB97M-V/def2-TZVPD) results for a molecular structure, C18H47InNO4Si2 in a non-equilibrium geometry.

The geometry in ORCA input format:
```
! RIJCOSX wB97M-V def2-TZVPD def2/J DEFGRID3
* xyz 1 1
O -0.74068 -1.56307 0.28726
O -2.18274 -0.54689 -2.37173
C 0.29733 -2.49601 -0.03493
C 0.78900 -3.32874 1.13624
H 1.12024 -1.89994 -0.46062
H -0.10033 -3.14800 -0.82928
H 0.99489 -2.71438 2.02446
H 1.71146 -3.84497 0.84419
H 0.06189 -4.10690 1.39952
C -1.72988 -2.06048 1.20204
C -2.69730 -3.01431 0.53757
H -2.23739 -1.18171 1.61567
H -1.22853 -2.54117 2.06419
H -3.12760 -2.57916 -0.36861
H -3.49885 -3.23575 1.24303
H -2.19695 -3.95249 0.27900
C -3.23531 0.39926 -2.62182
C -2.03625 -1.47463 -3.45249
C -4.43737 0.14055 -1.74219
H -3.55371 0.33357 -3.68012
H -2.81393 1.40128 -2.45074
H -4.88492 -0.82956 -1.99100
H -5.18043 0.92386 -1.91936
H -4.15607 0.15319 -0.68455
C -3.27106 -2.34152 -3.63586
H -1.14235 -2.07619 -3.22290
H -1.85634 -0.90266 -4.38279
H -3.59521 -2.78477 -2.68445
H -3.04104 -3.14973 -4.33592
H -4.09843 -1.75399 -4.06002
H -0.73247 -0.01196 -1.18867
In 0.64677 0.95741 1.71219
C -0.04899 0.89285 -1.10868
Si 0.62933 1.51227 -2.76516
H -0.59349 1.70510 -0.60775
H 0.88925 0.59944 -0.59017
C 1.41153 0.05879 -3.64658
C 1.90607 2.85777 -2.49828
C -0.56716 2.25731 -3.99610
C 2.59168 -0.00869 1.67271
Si 3.70649 0.96767 2.83592
H 2.96365 -0.05656 0.63606
H 2.43064 -1.04545 2.01851
C 4.35795 2.48406 1.93838
C 5.16777 -0.04279 3.45353
C 2.75249 1.53808 4.35621
H -0.00812 2.43868 -4.92561
H -0.94502 3.22417 -3.64486
H -1.42179 1.62045 -4.23874
H 2.30274 -0.30297 -3.12207
H 1.71895 0.37224 -4.65407
H 0.71795 -0.78178 -3.75546
H 2.53042 2.70760 -1.61085
H 1.42191 3.83891 -2.40496
H 2.56882 2.90009 -3.37058
H 5.45253 -0.81302 2.72022
H 4.92257 -0.54514 4.39900
H 6.03680 0.60885 3.62333
H 2.04273 0.79350 4.75321
H 2.18917 2.46483 4.16214
H 3.49161 1.75945 5.14545
H 5.22038 2.88686 2.49467
H 3.59465 3.27044 1.86374
H 4.69093 2.22331 0.92322
N -1.37381 1.86147 2.46893
C -1.76377 1.24550 3.76610
C -0.59008 0.38852 4.24958
O -0.18487 0.51219 5.40103
O -0.09170 -0.37757 3.30310
H -1.25099 2.87047 2.57167
H -2.11708 1.75805 1.77344
H -1.96965 2.00921 4.52495
H -2.62894 0.57572 3.65743
*
```

Computed properties:
- Frontier orbital gap: 7.535 eV

Mulliken population analysis, charges in e, atoms 1 to 4: 0.24, -0.23, -0.17, -1.44

# 2
DFT (ωB97M-V/def2-TZVPD) results for 12 unconnected molecules or ions with the total composition C18H47N12O26 in a non-equilibrium geometry.

The geometry in ORCA input format:
```
! RIJCOSX wB97M-V def2-TZVPD def2/J DEFGRID3
* xyz -1 1
C -0.46939 2.06686 4.16860
C -1.14428 0.70299 4.38681
O -1.22793 -0.01843 3.16830
C -0.37481 -1.12974 2.99073
C 0.23978 -1.07586 1.59742
O 0.70732 0.22350 1.31817
C 1.78010 0.21450 0.39171
N 1.43165 -0.50769 -0.80639
C 1.15586 0.29757 -2.00316
C -0.31654 0.74867 -2.14097
O -0.46869 1.89073 -2.62929
O -1.19334 -0.06201 -1.76507
H 0.44670 2.14239 4.75671
H -1.13015 2.86036 4.51293
H -0.23506 2.18769 3.11367
H -0.60891 0.14462 5.15383
H -2.17042 0.84427 4.72987
H -0.93668 -2.05613 3.08914
H 0.43721 -1.14765 3.72584
H -0.50615 -1.35566 0.84688
H 1.06768 -1.79524 1.55165
H 2.65374 -0.25611 0.85913
H 1.97261 1.27243 0.19774
H 2.19729 -1.13308 -1.02429
H 1.39141 -0.32829 -2.86128
H 1.77092 1.20602 -2.03995
C 2.54685 0.99125 -6.10906
N 3.13817 0.09863 -5.07762
O 4.23540 0.38259 -4.62571
O 2.46692 -0.84123 -4.72430
H 3.25062 1.79211 -6.30004
H 2.36845 0.39432 -6.99731
H 1.60962 1.36728 -5.70624
C -3.21584 2.12092 7.61314
N -1.97585 1.37230 7.96374
O -1.24666 1.83385 8.81975
O -1.77618 0.35159 7.34194
H -3.26376 3.00760 8.23378
H -3.15198 2.37322 6.55738
H -4.05498 1.45502 7.79002
C 3.14710 4.05595 -9.37530
N 2.62275 2.69008 -9.09821
O 1.62737 2.59352 -8.41170
O 3.23867 1.75851 -9.57566
H 2.50038 4.77281 -8.88415
H 4.16029 4.09590 -8.98698
H 3.14907 4.18720 -10.45295
C -3.49687 -1.65910 -1.52550
N -3.94516 -2.94830 -0.93994
O -4.88152 -2.95942 -0.16650
O -3.33207 -3.95299 -1.27147
H -4.13284 -0.87172 -1.14118
H -2.45568 -1.48456 -1.25659
H -3.58764 -1.74742 -2.60305
C -2.74397 5.91662 2.55827
N -2.41158 5.23292 3.83823
O -1.44893 5.62596 4.46419
O -3.12922 4.30888 4.15988
H -2.02123 6.70738 2.39850
H -2.69785 5.16650 1.77398
H -3.75343 6.30455 2.65391
C 5.75190 1.66897 -2.11505
N 5.39041 1.93638 -0.69645
O 5.06088 1.00096 -0.00157
O 5.45540 3.09382 -0.32091
H 5.63982 0.60888 -2.30491
H 5.07793 2.24788 -2.73813
H 6.77819 1.99847 -2.24816
C -0.29600 -5.42972 2.39178
N -0.82427 -5.19610 3.76658
O -1.30344 -6.13730 4.36604
O -0.73956 -4.06119 4.18953
H -0.43785 -6.47426 2.14354
H -0.84560 -4.78033 1.71637
H 0.75490 -5.15726 2.39763
C 7.26659 3.54355 2.44440
N 8.69963 3.37124 2.81051
O 9.25577 2.34513 2.47702
O 9.22446 4.28177 3.42124
H 6.93409 2.66329 1.90898
H 6.71060 3.67976 3.36685
H 7.19565 4.43119 1.82400
C -5.07399 -3.80671 -5.13717
N -6.00567 -2.70700 -4.75953
O -5.51848 -1.68277 -4.33445
O -7.19291 -2.92203 -4.90123
H -4.06066 -3.46948 -4.95374
H -5.32712 -4.66618 -4.52384
H -5.24227 -4.02459 -6.18736
C -0.87584 -5.78391 -2.35945
N 0.29316 -5.99654 -1.46139
O 0.15616 -5.76457 -0.27766
O 1.31470 -6.40603 -1.97780
H -1.71200 -5.42519 -1.77344
H -0.57936 -5.05590 -3.10865
H -1.09116 -6.74353 -2.82111
C -4.56280 -0.95098 2.48438
N -5.11568 -0.62594 3.82861
O -5.57947 -1.53250 4.49190
O -5.07011 0.53651 4.18011
H -4.67903 -2.01547 2.32028
H -5.12087 -0.37085 1.75588
H -3.51448 -0.65088 2.49039
*
```

Computed properties:
- Frontier orbital gap: 6.133 eV

Mulliken population analysis, charges in e, atoms 1 to 4: -0.91, 0.26, -0.33, -0.38

# 3
DFT (ωB97M-V/def2-TZVPD) results for 3 unconnected molecules or ions with the total composition C18H47N7O2P3S2 in a non-equilibrium geometry.

The geometry in ORCA input format:
```
! RIJCOSX wB97M-V def2-TZVPD def2/J DEFGRID3
* xyz -1 1
C -3.64960 -0.96325 3.28026
C -2.81105 -0.44065 2.10540
C -3.31498 0.84889 1.38499
C -4.60727 1.42520 1.97791
C -3.48346 0.67726 -0.13613
N -4.24067 -0.61548 -0.41530
C -4.99638 -0.55939 -1.35227
S -5.88338 -0.72503 -2.65370
P -1.88413 0.55700 -0.88771
S -1.67602 1.25220 -2.72241
H -4.47323 -1.58398 2.92914
H -3.97458 -0.19699 3.98115
H -3.00562 -1.64478 3.84732
H -2.72203 -1.25405 1.38484
H -1.80224 -0.24863 2.48616
H -2.54651 1.61443 1.51617
H -4.39926 1.92730 2.93064
H -5.38225 0.67930 2.14989
H -4.97884 2.19873 1.30784
H -1.45862 -0.79883 -0.79383
H -1.01993 1.24928 -0.01708
O 0.98204 4.91874 -8.09924
P 1.16045 3.67350 -7.29693
N 2.45532 4.08959 -6.27352
C 3.44238 3.17930 -5.74008
C 2.10124 5.10927 -5.29509
N 1.67711 2.59195 -8.57854
C 3.09124 2.42558 -8.86977
C 0.95410 2.84168 -9.82123
N 0.50531 2.40180 -6.31388
C 0.83032 1.00723 -6.55443
C -0.95809 2.53852 -6.13426
H 3.05430 2.54770 -4.92675
H 4.27887 3.75638 -5.33766
H 3.86852 2.53725 -6.50367
H 1.52622 4.68894 -4.45743
H 1.50358 5.89305 -5.76137
H 3.00171 5.58191 -4.89817
H 3.63158 3.38015 -8.93959
H 3.21189 1.89367 -9.81603
H 3.58067 1.79285 -8.12854
H 1.35969 3.69536 -10.37736
H -0.09902 3.04495 -9.62723
H 1.00884 1.95371 -10.45698
H 0.46075 0.62818 -7.51120
H 0.36843 0.42870 -5.75081
H 1.90324 0.82691 -6.49035
H -1.50635 2.32273 -7.06081
H -1.20644 3.55628 -5.82379
H -1.30408 1.86502 -5.35393
O -1.01828 -3.20393 5.24050
P 0.39149 -3.16264 5.73094
N 0.48162 -4.66590 6.53523
C 1.26606 -4.95189 7.71272
C 0.47204 -5.79926 5.62249
N 0.16527 -1.82317 6.82632
C -0.29656 -2.09630 8.17424
C -0.61694 -0.76722 6.16976
N 2.11760 -2.93030 5.56205
C 2.86067 -2.11300 6.50425
C 2.48896 -2.55910 4.18050
H 2.34445 -5.04554 7.50527
H 0.93215 -5.89898 8.14322
H 1.12732 -4.20927 8.49257
H 1.45499 -5.95315 5.15017
H -0.26601 -5.64748 4.83437
H 0.19466 -6.71156 6.15319
H -1.14714 -2.79061 8.20555
H -0.59816 -1.16317 8.65467
H 0.50700 -2.48765 8.80000
H -1.68553 -1.00031 6.14831
H -0.29454 -0.60148 5.14177
H -0.47969 0.16657 6.72092
H 2.58054 -1.05675 6.48613
H 3.91945 -2.19252 6.24259
H 2.76535 -2.48779 7.52244
H 2.16379 -1.54381 3.92361
H 2.02698 -3.24840 3.46965
H 3.56867 -2.62481 4.04190
*
```

Computed properties:
- Frontier orbital gap: 5.305 eV

Mulliken population analysis, charges in e, atoms 1 to 4: -1.28, -0.19, 0.74, -1.96

# 4
DFT (ωB97M-V/def2-TZVPD) results for 5 unconnected molecules or ions with the total composition C18H48ClN2O14P2S4.

The geometry in ORCA input format:
```
! RIJCOSX wB97M-V def2-TZVPD def2/J DEFGRID3
* xyz 1 1
C 3.92761 -0.76312 3.30771
C 3.23199 -0.68317 1.98151
O 2.32267 0.05854 1.76396
N 3.69830 -1.55699 0.89501
C 5.15771 -1.38424 0.62278
P 3.18836 -3.14010 0.91938
C 1.44109 -3.29243 0.51944
C 0.47069 -2.51009 1.42662
C -0.16559 -1.33445 0.69932
Cl -1.34893 -1.92798 -0.47149
P 3.90829 -4.34251 2.72516
N 2.53377 -4.41183 3.73754
O 3.83633 -5.79957 2.02197
H 5.00964 -0.79755 3.22061
H 3.59542 -1.63257 3.87830
H 3.64593 0.12569 3.86921
H 5.78165 -1.46660 1.50662
H 5.47920 -2.11006 -0.12011
H 5.28959 -0.39995 0.17824
H 3.87904 -3.71234 -0.14810
H 1.24407 -4.36856 0.52863
H 1.32389 -2.98090 -0.52160
H 0.94182 -2.13972 2.33936
H -0.31872 -3.19292 1.74219
H -0.65468 -0.65397 1.39109
H 0.58870 -0.75886 0.16792
H 1.99824 -3.55591 3.82180
H 1.89274 -5.16202 3.49753
H 2.94636 -6.14927 1.87288
O -7.08764 0.97177 -1.41986
S -6.14705 2.01017 -1.70854
O -6.16261 2.62982 -2.99711
O -4.69282 1.47116 -1.39556
C -4.27893 0.23916 -2.03613
C -3.89980 0.43179 -3.48965
C -6.20068 3.24678 -0.46091
H -5.06479 -0.50773 -1.91573
H -3.42040 -0.08365 -1.45412
H -4.76118 0.70458 -4.09671
H -3.48701 -0.49864 -3.88070
H -3.15176 1.21963 -3.58743
H -6.16227 2.76704 0.51258
H -7.14030 3.77931 -0.59052
H -5.36003 3.92068 -0.60083
O -1.81763 6.29696 -3.70057
S -2.26433 4.99719 -4.09756
O -1.74708 3.84661 -3.41816
O -2.03691 4.83670 -5.65908
C -0.72508 5.14875 -6.18399
C 0.30198 4.07637 -5.88818
C -4.01664 4.92165 -4.11249
H -0.41593 6.12245 -5.80255
H -0.88663 5.24454 -7.25499
H 0.50978 4.00481 -4.82205
H 1.23110 4.31510 -6.40606
H -0.05203 3.10365 -6.22901
H -4.40912 5.77717 -4.65405
H -4.34199 4.94277 -3.07571
H -4.32195 3.98677 -4.57356
O 8.43905 -0.34469 3.21742
S 8.48621 0.51631 2.07387
O 7.93659 0.04068 0.83594
O 9.95393 1.03201 1.84975
C 11.03143 0.05486 1.78752
C 11.06744 -0.70140 0.47811
C 7.76234 2.07163 2.45945
H 10.94634 -0.61266 2.64509
H 11.92913 0.65326 1.91645
H 10.19603 -1.34305 0.35890
H 11.95948 -1.32630 0.45076
H 11.09607 -0.01102 -0.36400
H 8.19135 2.43770 3.38747
H 6.69299 1.90614 2.57168
H 7.95253 2.75745 1.63874
O -5.68049 -2.32072 2.08195
S -6.94501 -2.79577 2.56266
O -7.55099 -3.92377 1.92984
O -7.95980 -1.58498 2.61397
C -8.17269 -0.81709 1.39928
C -9.07120 -1.51638 0.40359
C -6.85801 -3.08223 4.29513
H -7.20654 -0.56942 0.95889
H -8.62833 0.10742 1.74601
H -8.60601 -2.41733 0.00792
H -9.27402 -0.84115 -0.42712
H -10.01306 -1.80257 0.87112
H -6.41528 -2.21489 4.77550
H -6.23351 -3.96161 4.43413
H -7.86146 -3.27035 4.66576
*
```

Computed properties:
- Frontier orbital gap: 8.874 eV

Mulliken population analysis, charges in e, atoms 1 to 4: -1.05, 0.45, -0.43, 0.32

# 5
DFT (ωB97M-V/def2-TZVPD) results for a molecular structure, C18H48ClO2P2Si4TbTe in a non-equilibrium geometry.

The geometry in ORCA input format:
```
! RIJCOSX wB97M-V def2-TZVPD def2/J DEFGRID3
* xyz 2 7
C 0.35129 -0.16290 -6.53479
C 0.11778 0.24151 -5.11499
H 1.42898 -0.18644 -6.70808
H -0.09922 0.54287 -7.23716
H -0.05417 -1.16114 -6.71711
O 0.96009 0.50235 -4.27064
Cl -1.61351 0.30934 -4.65659
Tb -0.58922 -0.03041 -0.23683
P -0.18936 2.57322 -0.25196
C 1.09841 3.55504 0.57320
C -0.23032 2.97305 -2.02352
H -0.42487 4.03575 -2.17433
H -1.98354 4.19724 0.19165
H -0.99211 2.39581 -2.56789
H -2.63749 2.57235 -0.09202
H 2.07217 3.25973 0.17252
H 0.71854 2.70035 -2.50872
C -1.81412 3.13574 0.38074
H 0.94414 4.61890 0.41683
H -1.91494 2.93888 1.45992
H 1.11764 3.33921 1.64548
P 0.03498 -2.57670 0.11790
C 1.39233 -3.32484 1.06592
C -1.53503 -3.20635 0.82413
H -0.76254 -2.81120 -2.18752
H -0.05633 -4.32570 -1.58266
H 0.98593 -2.96785 -2.08630
C 0.04836 -3.24209 -1.57695
H -2.40353 -2.79186 0.28228
H -1.60893 -4.29456 0.78749
H 1.33063 -4.40988 1.05914
H 1.38768 -2.96418 2.09919
H -1.65639 -2.87194 1.86358
H 2.34210 -3.01460 0.62209
C 1.53013 0.19567 0.87443
O 2.52163 0.38196 1.46148
C -3.65610 0.07701 5.99384
Si -2.14231 -1.06194 6.01670
C -1.63166 -1.37664 7.81760
C -2.57659 -2.71207 5.19302
Si -0.44245 -0.10136 4.69792
Te -1.53387 0.08453 2.44611
Si -0.20292 2.08355 5.53460
C -0.26450 2.17545 7.43091
C 1.46666 2.72349 4.90583
C -1.61023 3.15187 4.84862
Si 1.46246 -1.28934 5.40624
C 1.96348 -0.75211 7.15623
C 1.08999 -3.14447 5.35685
C 2.94288 -0.95446 4.29099
H -4.47580 -0.43706 6.51772
H -4.00824 0.29653 4.97110
H -3.50554 1.04827 6.49581
H -2.49663 -1.82235 8.33350
H -0.79242 -2.08156 7.94151
H -1.36636 -0.46409 8.37602
H -2.92189 -2.58400 4.15224
H -1.75050 -3.43759 5.17240
H -3.40501 -3.16834 5.75679
H 0.52327 1.60332 7.94485
H -0.12713 3.23068 7.71552
H -1.22772 1.85667 7.86684
H 1.56639 2.67779 3.80956
H 1.56481 3.77898 5.20074
H 2.33622 2.18710 5.32740
H -1.63580 3.18659 3.74798
H -2.61184 2.82977 5.17773
H -1.46557 4.18369 5.20726
H 1.20914 -0.92494 7.93942
H 2.84421 -1.35914 7.41346
H 2.27153 0.30501 7.23057
H 0.76895 -3.50095 4.36361
H 2.03106 -3.66483 5.59592
H 0.33152 -3.48426 6.07932
H 2.83669 -1.35866 3.27566
H 3.17863 0.11730 4.18524
H 3.82970 -1.43648 4.73856
*
```

Computed properties:
- Frontier orbital gap (alpha / beta): 5.508 / 5.872 eV

Mulliken population analysis, charges in e, atoms 1 to 4: -1.03, 0.75, 0.30, 0.34